ORCA calculation (ωB97M-V/def2-TZVPD) on a cluster of 8 separate species, C31H67NO14S6 in total at a distorted geometry.

Bonds (Å) are listed after each position.
Cartesian coordinates (Å):
1 C 0.974 -0.551 1.057  C2 1.532, H5 1.089, H6 1.092, H7 1.092
2 C 0.542 0.853 0.625  C1 1.532, C3 1.524, O4 1.466, H8 1.103
3 C -0.668 0.806 -0.300  C2 1.524, H9 1.086, H10 1.106, H11 1.092
4 O 0.332 1.644 1.841  C2 1.466, H12 0.989
5 H 1.064 -1.233 0.213  C1 1.089
6 H 0.257 -0.988 1.755  C1 1.092
7 H 1.937 -0.475 1.566  C1 1.092
8 H 1.366 1.325 0.063  C2 1.103
9 H -0.411 0.200 -1.163  C3 1.086
10 H -0.810 1.822 -0.712  C3 1.106
11 H -1.634 0.557 0.143  C3 1.092
12 H 1.227 1.597 2.258  O4 0.989
13 C -5.669 4.317 -1.146  C14 1.520, H19 1.093, H20 1.096, H21 1.090
14 C -4.995 3.195 -0.372  C13 1.520, C15 1.523, N18 1.473, H22 1.100
15 C -3.834 3.683 0.484  C14 1.523, O16 1.402, H23 1.097, H24 1.104
16 O -2.884 4.355 -0.296  C15 1.402, C17 1.415
17 C -1.812 4.844 0.488  O16 1.415, H25 1.108, H26 1.083, H27 1.104
18 N -5.961 2.468 0.470  C14 1.473, H28 1.023, H29 1.025
19 H -4.987 4.790 -1.858  C13 1.093
20 H -6.016 5.104 -0.466  C13 1.096
21 H -6.492 3.928 -1.744  C13 1.090
22 H -4.625 2.474 -1.114  C14 1.100
23 H -3.374 2.825 0.991  C15 1.097
24 H -4.240 4.417 1.203  C15 1.104
25 H -2.154 5.652 1.164  C17 1.108
26 H -1.031 5.235 -0.153  C17 1.083
27 H -1.404 4.056 1.144  C17 1.104
28 H -5.524 1.600 0.790  N18 1.023
29 H -6.113 2.952 1.361  N18 1.025
30 C 2.041 -1.553 4.493  C31 1.528, C36 1.529, H37 1.104, H38 1.087
31 C 1.567 -0.733 5.692  C30 1.528, C32 1.515, H39 1.093, H40 1.091
32 C 1.654 0.708 5.234  C31 1.515, S33 1.798, H41 1.082, H42 1.102
33 S 3.167 0.851 4.273  C32 1.798, O34 1.428, O35 1.449, C36 1.794
34 O 4.258 1.272 5.093  S33 1.428
35 O 2.858 1.540 3.036  S33 1.449
36 C 3.332 -0.912 3.985  C30 1.529, S33 1.794, H43 1.097, H44 1.085
37 H 1.289 -1.440 3.692  C30 1.104
38 H 2.186 -2.624 4.610  C30 1.087
39 H 2.161 -0.919 6.590  C31 1.093
40 H 0.529 -0.962 5.937  C31 1.091
41 H 1.486 1.549 5.893  C32 1.082
42 H 0.884 0.796 4.450  C32 1.102
43 H 4.166 -1.164 4.652  C36 1.097
44 H 3.663 -1.130 2.974  C36 1.085
45 C 2.930 -2.420 -1.395  C46 1.518, C51 1.533, H52 1.085, H53 1.088
46 C 3.988 -3.419 -1.830  C45 1.518, C47 1.515, H54 1.091, H55 1.091
47 C 4.996 -2.657 -2.667  C46 1.515, S48 1.777, H56 1.087, H57 1.089
48 S 4.000 -1.645 -3.734  C47 1.777, O49 1.435, O50 1.439, C51 1.787
49 O 3.444 -2.408 -4.815  S48 1.435
50 O 4.690 -0.402 -3.958  S48 1.439
51 C 2.757 -1.354 -2.483  C45 1.533, S48 1.787, H58 1.086, H59 1.094
52 H 3.251 -1.898 -0.500  C45 1.085
53 H 1.982 -2.907 -1.178  C45 1.088
54 H 3.565 -4.254 -2.389  C46 1.091
55 H 4.471 -3.845 -0.949  C46 1.091
56 H 5.690 -3.269 -3.237  C47 1.087
57 H 5.577 -1.996 -2.025  C47 1.089
58 H 1.771 -1.175 -2.899  C51 1.086
59 H 3.120 -0.401 -2.084  C51 1.094
60 C 0.807 -6.195 1.046  C61 1.504, C66 1.509, H67 1.094, H68 1.093
61 C 2.143 -5.995 0.385  C60 1.504, C62 1.528, H69 1.097, H70 1.091
62 C 3.103 -5.533 1.481  C61 1.528, S63 1.783, H71 1.082, H72 1.096
63 S 2.141 -4.393 2.456  C62 1.783, O64 1.439, O65 1.442, C66 1.811
64 O 2.377 -3.042 2.022  S63 1.439
65 O 2.247 -4.705 3.860  S63 1.442
66 C 0.532 -4.930 1.822  C60 1.509, S63 1.811, H73 1.095, H74 1.078
67 H 0.756 -7.074 1.695  C60 1.094
68 H 0.025 -6.384 0.307  C60 1.093
69 H 2.090 -5.237 -0.406  C61 1.097
70 H 2.581 -6.867 -0.105  C61 1.091
71 H 4.081 -5.183 1.179  C62 1.082
72 H 3.255 -6.390 2.148  C62 1.096
73 H 0.342 -4.138 1.090  C66 1.095
74 H -0.219 -4.944 2.595  C66 1.078
75 C -3.516 1.980 -4.495  C76 1.528, C81 1.521, H82 1.093, H83 1.092
76 C -2.802 1.960 -5.846  C75 1.528, C77 1.546, H84 1.095, H85 1.090
77 C -1.637 0.946 -5.775  C76 1.546, S78 1.798, H86 1.092, H87 1.084
78 S -1.447 0.514 -4.040  C77 1.798, O79 1.446, O80 1.436, C81 1.801
79 O -0.069 0.657 -3.627  S78 1.446
80 O -2.146 -0.722 -3.822  S78 1.436
81 C -2.436 1.890 -3.427  C75 1.521, S78 1.801, H88 1.091, H89 1.082
82 H -4.204 1.140 -4.369  C75 1.093
83 H -4.135 2.875 -4.401  C75 1.092
84 H -2.409 2.960 -6.060  C76 1.095
85 H -3.517 1.791 -6.651  C76 1.090
86 H -0.690 1.421 -6.037  C77 1.092
87 H -1.756 0.058 -6.384  C77 1.084
88 H -1.796 2.773 -3.402  C81 1.091
89 H -2.798 1.691 -2.427  C81 1.082
90 C -2.963 -2.188 4.390  C91 1.552, C96 1.551, H97 1.084, H98 1.089
91 C -1.821 -1.393 3.701  C90 1.552, C92 1.530, H99 1.085, H100 1.095
92 C -2.383 -0.092 3.123  C91 1.530, S93 1.783, H101 1.082, H102 1.092
93 S -3.958 -0.586 2.449  C92 1.783, O94 1.435, O95 1.442, C96 1.804
94 O -3.734 -1.192 1.167  S93 1.435
95 O -4.941 0.462 2.562  S93 1.442
96 C -4.310 -1.827 3.710  C90 1.551, S93 1.804, H103 1.082, H104 1.093
97 H -3.014 -1.958 5.448  C90 1.084
98 H -2.770 -3.252 4.259  C90 1.089
99 H -1.315 -1.949 2.918  C91 1.085
100 H -1.093 -1.101 4.464  C91 1.095
101 H -1.737 0.315 2.357  C92 1.082
102 H -2.655 0.624 3.901  C92 1.092
103 H -4.915 -2.642 3.337  C96 1.082
104 H -4.913 -1.254 4.418  C96 1.093
105 C 0.839 3.434 -2.898  C106 1.547, C111 1.507, H112 1.094, H113 1.089
106 C 1.479 2.969 -4.227  C105 1.547, C107 1.499, H114 1.097, H115 1.088
107 C 2.666 2.110 -3.912  C106 1.499, S108 1.779, H116 1.089, H117 1.096
108 S 3.346 2.676 -2.368  C107 1.779, O109 1.444, O110 1.434, C111 1.797
109 O 4.446 3.568 -2.648  S108 1.444
110 O 3.591 1.595 -1.458  S108 1.434
111 C 1.912 3.630 -1.857  C105 1.507, S108 1.797, H118 1.094, H119 1.091
112 H 0.134 2.640 -2.633  C105 1.094
113 H 0.258 4.344 -3.045  C105 1.089
114 H 1.812 3.813 -4.844  C106 1.097
115 H 0.767 2.439 -4.859  C106 1.088
116 H 3.482 2.078 -4.632  C107 1.089
117 H 2.463 1.043 -3.768  C107 1.096
118 H 2.261 4.665 -1.799  C111 1.094
119 H 1.626 3.424 -0.825  C111 1.091

## Properties
LUMO energy: 0.05 eV
2S+1: 1
gap between HOMO and LUMO: 9.1 eV
charge: 0
SMILES string: O=S1(=O)CCCC1.O=S1(=O)CCCC1.O=S1(=O)CCCC1.O=S1(=O)CCCC1.O=S1(=O)CCCC1.O=S1(=O)CCCC1.COC[C@H](C)N.CC(C)O

Here are the Löwdin charges for atoms 1 to 8, given in e: C -0.04; C -0.43; C -0.03; O -0.09; H 0.07; H 0.06; H 0.06; H 0.12